This record from OMol25 describes a structure of composition C13H38Be2N2O9 in a non-equilibrium geometry. The level of theory is ωB97M-V with the def2-TZVPD basis set.

The geometry in XYZ format:
```
64
Properties=species:S:1:pos:R:3:forces:R:3:mulliken_charge:R:1
Be -4.2287 0.2801 -0.9186 4.723 0.929 0.529 1.159
Be -1.5671 3.6709 0.8777 -1.483 -2.747 0.111 1.024
C -1.9608 0.8379 0.4620 -0.470 1.887 -1.804 1.476
O -2.9745 1.6776 0.4452 -1.885 0.236 -0.886 -0.725
O -0.8355 1.3576 0.7107 -0.008 1.122 0.911 -0.951
O -2.1818 -0.3072 -0.0151 -1.442 -0.679 -0.772 -0.907
C 0.9007 -1.4760 3.3852 -0.076 -0.439 0.061 -1.043
C 1.9836 -0.5776 2.8622 0.664 1.104 -0.121 0.380
C 2.7957 -1.1852 1.6915 0.205 -1.895 0.122 -0.267
O 3.9935 -0.5178 1.4567 -0.660 1.224 0.085 -0.391
C 4.9091 -1.1722 0.6019 0.436 0.465 0.287 -0.444
N 1.4882 0.7335 2.4883 0.126 0.306 -1.264 -0.436
H 1.2911 -2.4917 3.4494 -0.188 -0.064 -0.022 0.430
H 0.0247 -1.4684 2.7301 0.056 -0.125 -0.128 -0.016
H 0.5537 -1.2105 4.3831 0.131 0.231 -0.026 0.308
H 2.7156 -0.2834 3.6248 0.130 -0.730 0.175 0.400
H 2.1430 -1.3275 0.8159 0.000 0.668 -0.271 -0.096
H 3.0631 -2.2296 1.9148 -0.199 -0.043 0.562 0.514
H 5.3591 -2.0207 1.1232 -0.310 -0.375 -0.326 0.342
H 5.7266 -0.4708 0.4375 -0.102 0.084 -0.043 0.279
H 4.4601 -1.3895 -0.3678 0.017 -0.424 0.071 -0.008
H 2.2358 1.2088 1.9806 0.106 0.316 0.408 0.375
H 0.6957 0.7591 1.8450 -0.240 -0.357 0.414 0.124
C 2.5403 1.8077 -3.3476 -0.069 0.185 -0.746 -1.454
C 1.6107 1.0888 -2.3886 0.134 -0.253 -0.588 1.522
C 2.1022 -0.3281 -2.1179 0.900 0.375 0.892 0.172
O 2.3634 -1.0351 -3.2919 -0.424 0.107 -0.498 -0.428
C 2.6167 -2.4025 -3.0465 -0.820 -0.524 1.216 -0.530
N 1.4879 1.8643 -1.1597 -0.531 -0.096 0.082 -0.451
H 2.4690 1.3646 -4.3409 -0.014 -0.077 0.048 0.352
H 3.5953 1.7713 -3.0764 -0.097 -0.154 0.364 0.306
H 2.2816 2.8628 -3.4668 -0.119 0.004 0.123 0.449
H 0.6117 0.9774 -2.8340 0.047 0.113 -0.319 -0.900
H 1.4132 -0.8492 -1.4396 -0.186 -0.199 -0.173 -0.129
H 3.0472 -0.1988 -1.5713 0.006 -0.101 0.221 0.156
H 3.3933 -2.5580 -2.2901 0.570 0.188 -0.474 0.205
H 2.7736 -2.9683 -3.9582 0.339 0.392 -0.144 0.337
H 1.7525 -2.8575 -2.5414 -0.289 0.074 -0.251 0.143
H 1.1699 2.7909 -1.4324 0.373 0.224 0.185 0.310
H 0.7706 1.4871 -0.5461 0.225 -0.187 0.082 0.145
C -5.0139 4.8264 2.1665 -0.286 0.272 0.845 -0.601
O -4.0741 4.0867 1.3760 1.779 0.104 -0.382 -0.354
H -4.4766 5.4271 2.8981 0.324 0.025 -0.287 0.248
H -5.6310 5.4977 1.5734 0.033 -0.193 -0.219 0.287
H -5.6203 4.1641 2.7844 -0.116 -0.198 -0.334 0.295
H -4.4298 3.3192 0.9234 -0.293 0.005 0.257 0.243
C -0.7318 -3.4650 -0.1348 0.961 0.460 1.130 -0.568
O -0.9263 -2.5139 -1.1657 -0.056 0.015 -0.490 -0.477
H -0.4791 -4.4432 -0.5334 -0.658 -0.017 -0.261 0.320
H 0.1517 -3.2167 0.4731 0.135 0.181 -0.176 0.065
H -1.5345 -3.4437 0.6064 -0.355 -0.514 -0.362 0.343
H -1.0570 -1.6527 -0.7552 0.061 -0.240 0.105 0.151
C -2.0407 0.1133 -3.4918 0.501 -0.868 0.391 -0.009
O -3.3496 0.6236 -3.1120 -0.486 -0.066 1.232 -0.458
H -1.3212 0.9133 -3.6529 -0.245 0.190 0.087 0.260
H -1.7115 -0.5301 -2.6785 0.103 0.052 -0.055 -0.162
H -2.1099 -0.5059 -4.3847 -0.237 0.104 -0.023 0.389
H -3.6330 1.1737 -3.8540 -0.618 0.094 0.300 0.316
C -3.1750 -0.8127 3.3449 0.545 -0.037 -0.949 -0.469
O -3.1943 -1.6710 2.2068 -0.243 -0.575 -0.165 -0.539
H -3.8296 0.0297 3.1097 -0.160 0.103 0.761 0.204
H -3.4612 -1.4201 4.1978 -0.370 0.279 0.020 0.289
H -2.1593 -0.4470 3.5318 -0.024 0.094 0.073 0.175
H -2.7824 -1.2673 1.4355 0.125 -0.035 0.413 0.321
```
Forces are in eV/Å.

As for the HOMO energy: -13.95 eV. Its gap between HOMO and LUMO is 0.109 Ha. Its net charge is +2. The calculation puts the LUMO energy at -10.981 eV.